Formula: C16H28N7O3S2W
Source: OMol25
Level of theory: the ωB97M-V functional and the def2-TZVPD basis

Computed properties:
gap between HOMO and LUMO (alpha / beta)	0.1901 / 0.1904	Eh
LUMO (alpha / beta)	-11.3 / -11.3	eV
highest occupied orbital energy (alpha / beta)	-0.605 / -0.605	hartree
ΔE to the lowest compared entry with this formula, charge and spin	3.556	eV

The geometry in ORCA input format:
```
! RIJCOSX wB97M-V def2-TZVPD def2/J DEFGRID3
* xyz 3 1
O 0.61676 0.93111 -0.91961
N 2.37676 2.09111 -1.72161
C -2.19854 0.71611 -2.57361
H -0.83774 -4.97929 0.13389
S -0.40354 -0.23459 2.80799
N -0.73624 2.35501 2.33489
N -1.00314 2.00431 1.07609
C 1.52936 2.82871 -2.64191
H 1.58106 -5.32979 1.26429
H 1.69596 2.98441 4.82639
H -3.10714 -1.11719 1.67099
H 1.96216 2.80101 -3.63951
C -2.77974 1.61801 -0.51521
H -3.01104 1.78281 1.69499
H 1.83286 1.19361 4.87329
H -3.37634 1.31961 -4.25481
H 2.14616 -5.48759 -0.39071
H -4.47094 2.93301 -0.43131
H 3.89246 3.51201 -1.54811
C 1.85826 1.21171 -0.90371
H -4.26744 -1.71379 -0.15451
H 0.52876 2.40301 -2.66431
C 2.70666 0.44771 0.11839
H -4.89244 2.73451 -2.88021
C -0.48534 1.48741 3.22789
H 3.13096 1.13701 0.86219
H -0.83524 -3.76409 -1.17741
H 1.46696 3.87181 -2.33091
S -0.45044 1.92621 4.94959
H 2.86946 -4.27459 0.66819
H 4.13696 2.30531 -2.80481
C 1.94366 -4.76829 0.40119
C 2.12726 -1.84229 0.74419
C -2.30024 1.57151 0.88409
O -0.07174 -1.82509 -0.21601
C -0.23794 -4.49479 -0.63671
N -2.51454 -1.44819 0.89359
W -0.79944 0.03671 0.38899
H 2.28526 -2.20169 1.77099
H -1.52304 0.08001 -3.13621
C 3.77546 2.45391 -1.78571
H 0.09346 -5.26469 -1.33051
C -4.07594 2.19921 -2.42171
N -1.98534 0.80771 -1.25551
N -3.31474 -1.38339 -0.30811
C -3.84984 2.31101 -1.05391
N 0.91766 -3.85189 -0.04311
H -2.27684 -2.42629 1.14919
H 3.03166 -2.03659 0.15759
C -3.23104 1.40601 -3.19031
H 1.43306 2.11001 6.34739
C 1.32186 2.06361 5.26709
H -2.90494 -1.97689 -1.02991
O 1.84646 -0.44809 0.81969
H 4.38986 1.87471 -1.10481
H 3.51516 -0.09139 -0.38721
C 0.92846 -2.54929 0.11869
*
```



Formula: C16H18OSi
Source: OMol25
Level of theory: the ωB97M-V functional and the def2-TZVPD basis

Computed properties:
gap between HOMO and LUMO	0.3650	Eh
SMILES string	C=C[Si](OCC)(c1ccccc1)c1ccccc1
LUMO	0.9	eV
highest occupied orbital energy	-0.334	hartree
ΔE to the lowest compared entry with this formula, charge and spin	0.263	eV

The geometry in ORCA input format:
```
! RIJCOSX wB97M-V def2-TZVPD def2/J DEFGRID3
* xyz 0 1
O 0.95029 -0.71717 1.64543
C -0.73093 -2.13098 -1.41115
C -1.12465 4.24899 0.66844
C -2.31045 -0.56493 -0.57483
H -1.47520 -3.74905 -2.48882
C 2.94609 0.30901 -0.68709
H -4.33022 -0.80436 -1.20163
C 1.73324 0.04016 -1.10636
C 3.00609 -2.02713 2.03646
C 1.57033 -1.99843 1.52546
H 1.52118 -2.33842 0.48195
C -0.97723 3.41121 1.75784
H -1.57288 5.22810 0.80170
H 3.38536 -3.03654 2.10458
C -3.33280 -1.21509 -1.24115
H -3.86413 -2.90200 -2.44379
C -1.74489 -2.81843 -2.04057
C -0.40934 2.15680 1.56854
C -0.20075 2.58132 -0.76448
H -0.86379 4.50168 -1.43750
H 0.02002 2.20114 -1.71743
H 3.82210 0.03115 -1.23215
H 3.62608 -1.40711 1.39333
H -0.20770 1.51138 2.39485
H -1.30790 3.70802 2.73076
H 3.04796 -1.65245 3.07355
H 1.51264 -0.65463 -1.94840
C -3.06002 -2.36526 -1.97811
H 0.94416 -2.69422 2.10297
C -1.01600 -1.00144 -0.65382
H 3.04035 0.80379 0.25039
C -0.07782 1.73142 0.31749
H 0.25808 -2.56821 -1.41779
Si 0.38524 -0.06076 0.15049
H -2.46211 0.38304 -0.06485
C -0.70042 3.85940 -0.59431
*
```



- ΔE to the lowest compared entry with this formula, charge and spin of number 1 (C16H28N7O3S2W)?
  3.556 eV